Entry from the OMol25 dataset: 12 unconnected molecules or ions with the total composition C48H70BO32 at a distorted geometry (the ωB97M-V functional and the def2-TZVPD basis).

Each line ends with the Mulliken charge.
Element x y z (Å)
1 O -15.2761 -16.7760 6.6577  -0.68
2 C -14.6042 -17.7373 6.2357  0.11
3 O -14.5876 -18.9948 6.7452  0.58
4 B -13.5917 -19.8094 6.0314  -0.24
5 O -13.1016 -18.9522 4.9684  -0.16
6 C -13.6458 -17.7708 5.0871  0.27
7 O -13.5264 -16.8078 4.2121  -0.66
8 O -14.2124 -21.0211 5.4719  0.09
9 C -13.4698 -22.0402 5.8431  0.07
10 O -13.5761 -23.2317 5.4395  -0.38
11 C -12.3858 -21.5221 6.8281  0.42
12 O -12.4902 -20.2794 6.9312  0.03
13 O -11.4640 -22.2150 7.4013  -0.62
14 O -6.3906 -19.1048 9.5482  -0.68
15 C -7.6025 -19.1373 9.3186  0.39
16 O -8.3579 -19.9455 9.9920  -0.36
17 C -9.6875 -19.8960 9.5707  0.93
18 C -9.5245 -19.3321 8.1464  0.47
19 C -8.3700 -18.3961 8.2586  -0.40
20 H -10.2713 -19.2559 10.2322  0.03
21 H -10.1221 -20.8871 9.4402  -0.60
22 H -10.4186 -18.9602 7.6462  -0.44
23 H -9.2397 -20.1412 7.4738  0.16
24 H -8.6741 -17.4681 8.7428  0.33
25 H -7.7611 -18.2681 7.3636  0.22
26 O -15.9977 -12.9531 3.6248  -0.66
27 C -15.2065 -13.1567 4.5375  0.57
28 O -13.8988 -13.1624 4.3180  -0.37
29 C -13.0507 -13.2380 5.4591  0.06
30 C -14.0442 -13.6008 6.5562  0.10
31 C -15.4581 -13.3447 5.9752  0.07
32 H -12.5621 -12.2975 5.7136  0.27
33 H -12.2321 -13.9567 5.4195  -0.13
34 H -13.9186 -13.0276 7.4749  0.48
35 H -13.9519 -14.6538 6.8220  -0.43
36 H -15.9260 -12.5114 6.4993  0.36
37 H -16.0182 -14.2679 6.1236  -0.26
38 O -10.8776 -20.0945 1.0082  -0.52
39 C -10.7548 -20.9217 1.9069  0.08
40 O -9.5994 -21.5329 2.0188  -0.44
41 C -9.5759 -22.6284 2.9544  -0.58
42 C -10.7521 -22.1686 3.8543  0.11
43 C -11.7045 -21.4080 2.9720  1.66
44 H -8.6041 -22.7957 3.4188  0.38
45 H -9.8323 -23.5349 2.4061  0.29
46 H -10.3432 -21.4705 4.5847  -0.22
47 H -11.1607 -23.0436 4.3598  -0.15
48 H -12.1634 -20.6100 3.5558  -0.85
49 H -12.4533 -21.9513 2.3955  0.19
50 O -7.8788 -25.0503 9.1575  -0.65
51 C -9.0534 -25.1828 8.8896  0.44
52 O -9.3485 -25.6686 7.6919  -0.41
53 C -10.7557 -25.7074 7.4498  0.43
54 C -11.2830 -25.6050 8.8967  -0.59
55 C -10.2904 -24.6900 9.6473  0.42
56 H -11.1446 -26.6530 7.0720  0.29
57 H -11.0786 -24.9490 6.7367  -0.42
58 H -11.5390 -26.5676 9.3394  0.35
59 H -12.2236 -25.0541 8.8927  0.36
60 H -10.2861 -25.0646 10.6709  0.38
61 H -10.4761 -23.6230 9.5243  -0.59
62 O -19.9147 -22.8734 2.5388  -0.61
63 C -18.9202 -22.7868 3.2079  0.41
64 O -17.7371 -23.4528 2.9911  -0.47
65 C -16.7925 -23.2595 4.0371  -0.13
66 C -17.2290 -21.9886 4.7366  1.49
67 C -18.7393 -21.9428 4.4521  -0.35
68 H -15.8539 -23.1118 3.5029  0.29
69 H -16.7250 -24.0664 4.7668  -0.13
70 H -16.7086 -21.0735 4.4540  -0.73
71 H -17.0159 -22.0169 5.8052  -0.26
72 H -19.1858 -20.9724 4.2353  -0.01
73 H -19.3185 -22.4400 5.2301  0.40
74 O -17.9734 -19.0957 3.0856  -0.39
75 C -18.5150 -18.2666 3.8163  0.04
76 O -19.7329 -17.8453 3.5134  -0.45
77 C -20.1699 -16.9563 4.5227  -0.59
78 C -19.1422 -17.0407 5.6675  -0.50
79 C -17.9064 -17.4828 4.9222  1.85
80 H -21.1831 -17.2705 4.7733  0.38
81 H -20.2616 -15.9636 4.0821  0.28
82 H -19.3457 -17.7492 6.4704  0.17
83 H -18.9796 -16.0656 6.1266  0.32
84 H -17.2997 -18.1877 5.4907  -1.29
85 H -17.3292 -16.6479 4.5249  0.18
86 O -12.7161 -18.6749 12.7082  -0.65
87 C -13.1597 -18.1806 11.6836  0.20
88 O -12.4041 -18.0038 10.5557  -0.26
89 C -13.2049 -17.4794 9.4849  0.57
90 C -14.4327 -16.9098 10.1996  -0.50
91 C -14.5984 -17.7774 11.4364  -0.08
92 H -13.5010 -18.3278 8.8678  -0.49
93 H -12.6258 -16.7527 8.9151  0.40
94 H -15.3509 -16.9138 9.6124  0.05
95 H -14.3208 -15.8567 10.4577  0.42
96 H -15.2406 -18.6478 11.3019  -0.14
97 H -15.1297 -17.3503 12.2869  0.50
98 O -12.8053 -18.7300 0.0987  -0.58
99 C -13.8763 -19.0022 0.6851  0.21
100 O -13.8668 -19.2432 1.9595  0.20
101 C -14.9929 -19.9126 2.4055  1.30
102 C -15.7450 -20.2219 1.1247  -0.65
103 C -15.2593 -19.1613 0.0961  -0.76
104 H -15.5191 -19.2093 3.0510  -0.45
105 H -14.7522 -20.8214 2.9571  -0.53
106 H -16.8181 -20.1815 1.3111  0.35
107 H -15.6332 -21.2682 0.8403  0.39
108 H -15.7214 -18.2046 0.3398  0.28
109 H -15.3180 -19.4292 -0.9588  0.36
110 O -10.5930 -17.5568 1.5482  -0.56
111 C -10.3459 -17.2165 2.7598  0.54
112 O -9.7787 -18.1308 3.6187  -0.36
113 C -9.6038 -17.5564 4.9065  0.46
114 C -10.3161 -16.2295 4.9006  0.27
115 C -10.4634 -15.8475 3.4348  -0.52
116 H -8.5660 -17.3867 5.1930  0.31
117 H -10.0151 -18.2492 5.6407  -0.60
118 H -9.7324 -15.4741 5.4268  0.71
119 H -11.3014 -16.2098 5.3662  -0.60
120 H -9.6726 -15.1558 3.1446  0.41
121 H -11.4373 -15.3958 3.2464  0.10
122 C -17.7308 -19.3463 8.5520  -0.96
123 C -16.7791 -20.5651 8.5276  0.61
124 O -15.7412 -20.3391 9.5060  -0.20
125 C -14.9178 -21.3510 9.7228  0.59
126 O -14.9980 -22.5254 9.4008  -0.71
127 O -13.8034 -20.7810 10.2924  0.09
128 C -12.8067 -21.6448 10.7797  -0.78
129 H -17.4414 -18.5799 7.8330  -0.18
130 H -17.7894 -18.8930 9.5415  0.32
131 H -18.6812 -19.6318 8.1011  0.45
132 H -16.3419 -20.7290 7.5427  -0.78
133 H -17.2986 -21.5069 8.7043  0.65
134 H -12.3151 -22.1555 9.9517  0.09
135 H -13.1497 -22.3649 11.5226  0.32
136 H -12.0263 -21.0382 11.2391  0.33
137 C -14.8530 -30.1888 9.0231  -1.27
138 C -14.1322 -28.9195 9.4528  -0.18
139 O -14.6169 -27.8900 8.6761  -0.29
140 C -14.0679 -27.5811 7.4681  0.81
141 O -13.1007 -28.1276 6.8841  -0.63
142 O -14.8854 -26.6073 6.9350  -0.37
143 C -14.6517 -26.2421 5.5862  -0.22
144 H -14.6884 -30.5653 8.0135  0.32
145 H -15.9290 -30.2079 9.1965  0.32
146 H -14.5391 -31.0660 9.5889  0.40
147 H -13.0877 -29.1459 9.2387  0.23
148 H -14.2004 -28.7442 10.5265  0.39
149 H -15.5367 -25.7177 5.2255  0.06
150 H -14.4417 -27.1322 4.9931  0.39
151 H -13.7794 -25.5923 5.6572  0.13

Forces on the atoms, in the same order (eV/Å):
O 1.981 -3.031 -1.233
C -1.817 1.204 2.319
O -0.337 1.345 0.017
B -0.559 0.181 0.223
O 0.398 0.512 0.174
C 0.575 4.925 -5.964
O -0.394 -4.438 4.665
O 0.480 -0.056 0.414
C 0.083 -4.897 -1.194
O 0.174 4.438 1.505
C 4.307 -5.710 1.938
O -1.065 3.222 -0.231
O -3.965 2.388 -2.281
O -2.076 0.426 -0.553
C 4.673 0.621 -0.225
O -0.374 -1.447 1.826
C -1.187 0.328 -1.869
C -1.235 -0.382 -1.069
C 0.224 -0.026 0.684
H -0.089 -0.108 0.009
H 0.125 -0.059 0.631
H -0.166 0.311 0.578
H 0.153 -0.372 0.169
H 0.087 0.419 -0.356
H -0.127 0.248 0.232
O 1.117 -0.557 1.582
C -1.435 1.125 -1.868
O 1.984 0.120 -1.540
C -0.901 0.111 1.370
C -0.417 -0.344 1.000
C 0.775 -0.983 1.562
H -0.259 0.431 -0.633
H -0.379 -0.303 -0.834
H 0.249 0.018 -0.043
H -0.022 0.020 -0.050
H -0.275 0.003 -0.516
H -0.415 0.235 -0.054
O -0.259 -2.404 2.181
C -0.620 3.302 -2.538
O 3.054 -1.488 -0.138
C -1.948 0.953 -0.294
C 0.800 -1.755 0.851
C 0.249 0.290 -0.263
H -0.095 0.596 0.016
H -0.041 -0.150 -0.049
H -0.032 -0.079 0.213
H -0.209 0.225 0.255
H -0.118 0.146 -0.665
H -0.240 -0.407 0.485
O -0.858 -0.232 0.671
C 2.345 1.956 0.379
O -0.495 -0.811 -1.420
C -0.849 -0.682 1.440
C -2.241 2.292 -0.707
C 0.109 -2.944 -0.656
H 0.851 -0.245 -0.308
H 0.218 0.457 0.412
H 0.716 -0.063 0.106
H -0.430 -0.189 -0.173
H 0.453 0.745 0.156
H 0.120 -0.203 -0.019
O 0.998 -0.313 0.077
C 0.255 0.078 0.380
O -1.381 -0.687 -0.590
C 0.651 1.205 -0.465
C -0.546 0.907 1.029
C 0.116 -0.008 -0.168
H 0.230 -0.321 0.442
H -0.254 -0.338 -0.457
H -0.119 -0.159 -0.740
H -0.131 -0.387 0.106
H 0.217 -0.009 0.219
H -0.065 0.065 0.151
O -0.756 1.078 1.708
C 2.014 -1.496 -3.538
O -0.344 -0.230 0.267
C -1.076 0.337 0.642
C 0.093 0.959 0.169
C -0.099 -0.877 0.540
H 0.050 0.037 0.318
H 0.282 0.139 0.115
H -0.522 -0.044 -0.223
H -0.209 -0.028 0.080
H 0.323 0.413 0.020
H 0.166 -0.184 -0.075
O -0.264 0.882 -1.753
C 0.278 -1.449 1.641
O -0.050 0.111 0.931
C -0.840 -0.307 0.425
C -1.271 0.556 -0.385
C 0.133 0.157 -0.078
H 0.113 0.078 -0.166
H 0.002 -0.058 0.124
H 0.208 -0.234 -0.452
H 0.426 0.010 0.214
H 0.534 -0.410 -0.668
H 0.743 0.626 0.155
O -4.081 -0.148 1.209
C 4.627 1.157 -4.660
O 1.783 -0.035 2.012
C -1.266 0.051 -0.136
C -2.121 -0.310 -0.295
C 0.283 -0.915 1.793
H -0.375 -0.241 0.146
H 0.297 0.124 0.087
H -0.056 0.313 -0.014
H 0.684 0.085 -0.421
H -0.455 0.030 -0.393
H 0.201 0.166 0.300
O 1.216 2.321 6.215
C -0.313 -1.660 -6.078
O -0.270 0.636 -0.330
C -0.326 -0.275 0.722
C -0.325 1.423 0.476
C -0.388 -0.767 0.270
H 0.323 -0.328 -0.576
H -0.051 -0.056 -0.063
H 0.076 -0.034 0.139
H 0.002 -0.482 0.052
H 0.018 -0.270 -0.432
H 0.126 -0.108 -0.289
C 0.580 -0.456 -1.002
C -0.700 0.239 -0.178
O -0.739 -0.225 -0.495
C 2.341 -0.870 -0.252
O -0.450 1.804 0.495
O -1.599 -0.071 -0.030
C 1.238 -0.558 -0.043
H 0.748 0.199 0.273
H -0.344 -0.243 -0.069
H -0.369 -0.297 0.722
H 0.315 0.412 0.016
H -0.065 0.093 0.624
H -0.229 -0.274 -0.088
H -0.322 0.042 -0.153
H -0.340 0.287 0.084
C -0.624 -1.557 0.720
C 1.026 -2.794 -0.710
O 0.150 2.381 -1.372
C 0.460 -0.722 -1.759
O -2.970 1.739 2.253
O 0.573 -1.970 1.769
C 1.013 0.064 0.093
H 0.202 0.858 -0.319
H -0.125 0.587 -0.097
H 0.418 0.121 0.516
H 0.304 0.528 -0.013
H -0.450 0.492 -0.235
H 0.225 -0.085 0.177
H -0.010 0.128 -0.113
H -0.144 0.148 -0.861

Results
Energy: -4303.88038 hartree
HOMO energy: -6.59 eV
Charge: -1
Kohn-Sham gap: 7.50 eV